(1)
A structure of composition C29H44BrN3P2W, computed with wB97M-V/def2-TZVPD.

Summary:
2S+1 = 3
net charge = +4
F_max = 5.68 eV/Å
energy above the lowest of the compared OMol25 structures with the same formula, charge and spin = 0.0393 eV

Atoms and positions in Å:
1 C -4.02680 0.50915 -1.71699
2 H -0.90182 5.21496 -7.64201
3 H -0.46644 -2.11725 -2.59177
4 C -1.32338 2.01169 -3.89976
5 H -5.07686 0.52950 -1.43707
6 C -0.79603 -3.13578 -2.78578
7 H 0.12944 -4.34148 -4.31942
8 C -0.15452 4.23929 -4.45679
9 C -3.57214 1.22454 -2.81757
10 C -0.55173 5.28757 -6.60783
11 C -0.70061 1.60346 0.87228
12 C -3.14988 -0.32716 -0.93000
13 H 2.16697 -0.85802 -4.20319
14 H 4.91143 0.38400 -3.95639
15 C 0.31815 -4.06586 -3.27525
16 H 4.25231 -0.39455 0.14826
17 H -1.78066 3.91913 -1.10337
18 C -2.67771 -2.25590 -6.58307
19 N -1.49995 2.28432 1.69056
20 H 0.57932 -1.53282 -1.70144
21 H 3.57790 1.51861 -4.24608
22 C -1.42070 0.00188 -2.70054
23 H -3.93548 -2.06760 -2.79078
24 H 1.32757 1.59567 -3.15269
25 H 5.18246 1.06191 -0.16285
26 H -1.63640 2.02718 2.66782
27 C 2.94175 -0.46164 -3.53133
28 C -2.11922 3.30682 0.99678
29 H -5.14051 -3.18153 -4.73749
30 H 2.44640 -3.03198 -1.69018
31 H -5.70396 -3.85615 -3.19754
32 H -1.20814 -3.49084 -1.83284
33 H -2.87396 -1.43763 -7.28389
34 C -1.83730 -0.44861 -1.38527
35 C -2.25831 -1.68433 -5.20894
36 H 2.65571 1.45125 -0.15900
37 H -3.58107 -2.87464 -6.51393
38 H 3.42030 -1.97449 -0.63377
39 H 0.34027 -4.99052 -2.68736
40 H 4.99250 -0.12211 -1.46078
41 C -1.63862 3.25522 -0.26936
42 P -2.11472 -3.02459 -3.99895
43 C 0.23503 5.50670 -3.97414
44 H 3.88162 0.17228 -5.35693
45 H -4.21020 1.88956 -3.40548
46 H 0.55116 5.66897 -2.94809
47 H 1.18283 0.64553 1.09158
48 C 4.47363 0.35862 -0.61919
49 H -3.48127 -3.65664 -2.15699
50 H -0.26531 -0.47937 1.04667
51 H -2.83556 3.96289 1.44640
52 C -3.68755 -3.09631 -3.08356
53 H -0.71166 3.16863 -6.25602
54 Br -3.71092 -1.09512 0.61224
55 H -2.97882 -0.95290 -4.81386
56 H -0.78652 -0.55101 -3.41901
57 C 2.40180 -2.30028 -0.87244
58 H -1.28621 -1.18067 -5.30817
59 C -4.83580 -3.76523 -3.86088
60 C -0.46766 3.06812 -3.63100
61 H 0.28106 7.63791 -4.47614
62 H 1.04195 -0.76043 -0.24914
63 N -0.75418 2.16379 -0.35490
64 C 3.87515 0.46649 -4.30236
65 C -0.43442 4.12596 -5.82620
66 H 3.49197 -1.32901 -3.14209
67 C 3.22538 1.13383 -1.04720
68 H 2.00337 -2.83381 0.00404
69 C -2.20061 1.11633 -3.22421
70 H 0.09952 0.48800 2.48260
71 H 3.49598 2.05649 -1.58067
72 N -0.30378 6.49148 -6.09781
73 H -1.87229 -2.87476 -7.00173
74 H 1.30113 -3.60006 -3.19452
75 H -4.56055 -4.77137 -4.20029
76 C 0.12833 0.49574 1.37900
77 C 0.09766 6.61626 -4.83381
78 P 2.04449 0.28486 -2.14767
79 C 1.45609 -1.13941 -1.18456
80 W -0.18891 1.60377 -2.33714

Löwdin atomic charge list, values in e, 2 entries:
1 C -0.037
2 H 0.139



(2)
A cluster of 2 separate species, C5H14N2 in total, computed with wB97M-V/def2-TZVPD.

Summary:
SMILES string = [H]/N=C/NC.CCC
F_max = 1.49 eV/Å
energy above the lowest of the compared OMol25 structures with the same formula, charge and spin = 0.7240 eV

Atoms and positions in Å:
1 H -0.99684 0.02835 -2.04363
2 H -1.01139 -1.52942 -0.15169
3 H -0.19700 -2.78037 -1.09827
4 H 1.77418 -1.26345 -1.79163
5 H 1.42826 0.34914 -2.43630
6 N -1.89890 0.20018 2.21050
7 H -1.13627 1.69637 0.91179
8 C 1.09142 -0.41794 -1.75114
9 H -1.85008 -2.30446 -1.48719
10 H 2.34026 1.30394 1.60974
11 H 1.33787 2.52201 2.47420
12 H 1.09394 2.24763 0.73240
13 C -0.34373 -0.84787 -2.08362
14 H -2.80263 0.63452 1.94609
15 H 1.14045 -0.02776 -0.73881
16 C 1.33264 1.75354 1.68328
17 C -0.88754 -1.92177 -1.13808
18 H 0.54657 0.01130 2.67109
19 C -0.95544 0.89303 1.65930
20 H -0.37703 -1.24558 -3.10881
21 N 0.37126 0.69861 1.93079

natural (NBO) atomic charge list, values in e, 2 entries:
1 H 0.189
2 H 0.212



(3)
A structure of composition C18H31BMnN7O2PS, computed with wB97M-V/def2-TZVPD.

Summary:
2S+1 = 6
F_max = 0.47 eV/Å
energy above the lowest of the compared OMol25 structures with the same formula, charge and spin = 0.0000 eV

Atoms and positions in Å:
1 H -2.38391 4.31881 3.03381
2 H -4.41111 0.58947 4.66641
3 C -3.54203 1.03276 4.18382
4 H -0.69729 4.38746 3.53465
5 C 0.00236 3.41752 -2.05105
6 Mn -0.73192 0.19919 -0.49528
7 C -3.11622 -1.16106 1.25989
8 H -4.74778 -1.30446 2.77351
9 H 1.35788 -3.66046 -2.04088
10 C -0.39449 3.42195 -0.61254
11 N -2.08796 -0.33519 1.14185
12 H 2.09141 -1.48799 -0.29288
13 O -4.13803 1.95402 -1.16783
14 H -1.38577 5.70113 2.57255
15 C 1.28236 0.60478 3.37335
16 N 0.36480 0.71501 2.39310
17 H -0.72439 -0.26933 -4.48244
18 H -0.09388 2.41413 -2.46787
19 C 1.14024 1.25767 4.70781
20 S -3.30864 1.40493 -2.24322
21 C 1.93554 -0.53381 1.59665
22 H -3.78318 2.06602 3.93029
23 C -0.66970 4.50594 0.22959
24 H -1.09981 2.03416 3.48275
25 H 3.64106 -0.93308 0.36342
26 N -2.23317 0.43782 -1.95542
27 H 2.05246 -0.09743 -4.28227
28 C -0.63785 -1.34478 -4.33001
29 H 0.24240 0.91767 5.22475
30 H 1.25683 -3.89622 -3.80254
31 H -2.78295 -2.03947 -0.65020
32 C -3.19480 0.24724 2.96415
33 C 2.19847 -1.08963 -3.85544
34 C -0.98827 3.94564 1.45281
35 N 0.76492 0.01291 1.29681
36 H -0.65579 5.55398 -0.01788
37 H -0.42473 -1.84013 -5.27866
38 H -1.58446 -1.70413 -3.92735
39 H 2.54055 -1.76906 -4.63558
40 H 2.95462 -1.02296 -3.07290
41 H 2.87475 -2.37252 1.02928
42 H 2.00428 1.01485 5.32384
43 H 1.07691 2.34252 4.61683
44 O 0.36839 -0.97274 -1.82535
45 H -3.08058 -3.21509 0.64682
46 H -0.63613 4.08375 -2.63175
47 N -0.54052 2.28973 0.06188
48 C 2.30826 -0.18949 2.90343
49 H -2.72049 1.05024 4.90016
50 C -3.85051 -0.83437 2.40769
51 N -2.13715 0.53326 2.18072
52 H 3.19927 -0.47909 3.43517
53 H -0.22090 -3.85725 -2.81697
54 B -0.96588 1.50883 2.41852
55 H 1.03486 3.74975 -2.17376
56 C 0.77824 -3.43868 -2.93713
57 C -3.35996 -2.23545 0.25415
58 H -4.41360 -2.27140 -0.02272
59 N -0.90660 2.60803 1.32713
60 C -1.38433 4.62297 2.72151
61 P 0.65321 -1.65371 -3.12605
62 C 2.67836 -1.38135 0.61683

natural (NBO) atomic charge list, values in e, 2 entries:
1 H 0.227
2 H 0.224



(4)
A structure of composition C29H30N15O3Sc, computed with wB97M-V/def2-TZVPD.

Summary:
F_max = 1.85 eV/Å
energy above the lowest of the compared OMol25 structures with the same formula, charge and spin = 0.0000 eV

Atoms and positions in Å:
1 N -4.07047 -1.69188 0.82135
2 N 0.75934 -4.50180 -0.14723
3 H 1.76277 -0.30775 -3.95980
4 H 0.68043 -2.36860 -2.75491
5 Sc -0.10551 -0.45733 0.75564
6 N 1.82745 -2.62246 -0.04824
7 H -1.28029 -3.68709 5.07028
8 C -1.60336 -0.16705 3.56902
9 O -0.39869 -0.56720 -1.43213
10 C -1.13927 2.53356 1.15159
11 C -3.31982 4.61478 3.55235
12 H -0.10364 4.89486 -2.71362
13 N -3.56883 -2.92975 0.86295
14 C -2.42144 2.17835 3.53960
15 H -1.99147 -0.83249 -5.06859
16 N 0.38863 1.73389 -0.51419
17 C 3.05646 -0.82904 2.06656
18 H -1.41782 4.58652 -0.62092
19 O -3.90127 4.30961 4.59736
20 C 0.16173 -1.71304 -3.47134
21 C -0.41853 0.58456 -5.51544
22 N -3.13063 -0.81510 0.70908
23 H 1.81545 -1.30027 3.74544
24 C -0.62017 -2.25353 3.61485
25 N -1.33187 -3.78035 0.77631
26 C -0.03240 -3.56756 0.36829
27 H -2.48937 0.86312 -4.91315
28 C 0.03169 3.99938 -2.10130
29 N -1.93796 -1.44822 0.66672
30 H 0.10331 -2.93362 3.16273
31 C 1.17495 -1.11099 -4.45204
32 H -2.94424 2.03967 4.49693
33 C 1.03658 1.88529 -1.67605
34 H 5.25488 -1.20144 1.89558
35 C -1.66041 0.16555 -4.72833
36 N -1.05567 1.32436 1.75649
37 C 0.55661 -0.57103 -5.73720
38 H 1.51361 3.08511 -3.40496
39 H 2.54310 1.33089 -0.12111
40 N 0.60386 -2.38299 0.47078
41 H -1.85837 4.59540 1.25561
42 H -1.70659 -4.73001 0.65253
43 H 1.89770 -1.90332 -4.72281
44 C -0.68261 3.83738 -0.93008
45 H -2.95341 -2.05701 6.05702
46 H 6.27837 0.45004 -0.09633
47 N -0.69150 -1.03299 3.07232
48 H 0.02918 -1.39740 -6.26167
49 H -1.94380 0.79766 -2.71156
50 C 2.67523 -1.71372 3.18518
51 C -2.50345 3.41248 2.91982
52 H 1.36525 -0.23467 -6.41573
53 H 1.67311 1.05578 -1.98292
54 C -0.57821 -0.68399 -2.66680
55 C -2.43844 -0.52772 4.63650
56 H -3.19352 0.17823 5.00248
57 C 5.27052 0.78409 -0.40574
58 N -1.42482 0.13223 -3.30070
59 C -1.68292 1.15175 2.94552
60 C 0.92034 2.99718 -2.48363
61 N 1.90949 -3.86416 -0.39183
62 H 3.53592 -1.84035 3.86924
63 H -0.74303 0.97619 -6.49431
64 C -0.46782 2.70088 -0.13192
65 C -2.32383 -1.78080 5.20595
66 H -0.57561 -2.33246 -4.03066
67 C -2.25488 -2.75495 0.76684
68 N 2.96110 0.59557 0.46897
69 O -3.22120 5.65723 2.90001
70 H 5.07629 0.41005 -1.43335
71 H 5.23854 1.89669 -0.42512
72 H 2.40428 -2.71782 2.79297
73 C -1.82326 3.60126 1.72596
74 C 4.35767 -0.68049 1.55300
75 C 4.25964 0.23991 0.52671
76 H 0.09105 1.41186 -4.98697
77 N 2.19526 -0.04715 1.38976
78 C -1.39938 -2.67181 4.67639

Löwdin atomic charge list, values in e, 2 entries:
1 N -0.069
2 N 0.045



(5)
A cluster of 2 separate species, C4H11N2O in total, computed with wB97M-V/def2-TZVPD.

Summary:
2S+1 = 2
net charge = +2
F_max = 4.69 eV/Å
energy above the lowest of the compared OMol25 structures with the same formula, charge and spin = 0.9203 eV

Atoms and positions in Å:
1 H -2.11268 -2.22775 -0.28087
2 H 1.77412 2.06158 -0.75245
3 C -0.37430 2.06659 -0.46301
4 H -1.35115 1.95410 -0.90616
5 H -0.30011 0.08599 0.86628
6 O -0.37019 2.52693 0.84559
7 H 0.49234 -2.66654 0.23055
8 H -1.16162 3.05505 0.93750
9 N 1.37574 -0.81062 1.68164
10 N -0.06175 -1.81150 0.14678
11 C 0.31224 -0.80813 0.89741
12 C 0.77280 1.78326 -1.13262
13 H -1.38526 -0.76512 -1.12502
14 H 0.72179 1.31237 -2.11816
15 H 2.06875 -1.59377 1.63864
16 H -0.94133 -2.44969 -1.63197
17 C -1.20228 -1.80712 -0.76754
18 H 1.74289 0.09437 1.93338

natural (NBO) atomic charge list, values in e, 2 entries:
1 H 0.261
2 H 0.268



(6)
A structure of composition C16H20N8NiO12, computed with wB97M-V/def2-TZVPD.

Summary:
calculated total energy = -94431.4448 eV
2S+1 = 3
net charge = -2
F_max = 9.01 eV/Å

Atoms and positions in Å:
1 H 3.62755 16.54498 -15.08515
2 N 7.88159 17.78964 -19.17183
3 O 6.30144 22.39287 -17.32842
4 N 4.16982 19.75605 -16.52245
5 O 6.38903 20.75341 -13.99329
6 H 6.50227 16.65743 -12.06927
7 C 6.68390 17.09864 -14.17987
8 H 4.13692 16.16058 -12.45295
9 H 13.79763 21.47971 -18.22475
10 C 7.93025 22.80631 -19.95007
11 Ni 7.10478 20.38159 -17.75387
12 C 12.13446 21.40983 -16.88238
13 C 8.71124 23.15774 -18.80029
14 O 5.27422 19.60679 -16.95734
15 H 7.24699 17.06062 -19.46495
16 C 9.12514 19.61665 -18.97918
17 C 12.36603 23.53452 -16.31967
18 H 9.83029 20.41996 -19.13364
19 H 8.27192 19.00082 -20.97985
20 N 4.72940 20.56032 -20.20717
21 N 6.01206 16.75237 -12.94722
22 H 11.01889 22.49249 -20.92167
23 H 11.67968 20.46636 -17.14590
24 O 7.62104 20.63099 -15.68885
25 C 11.72964 22.33716 -15.91646
26 C 4.53576 16.77435 -14.54762
27 C 5.78133 16.93779 -15.16101
28 H 6.04839 17.06281 -16.19998
29 C 8.32851 18.88613 -19.90745
30 C 13.30787 23.29769 -17.28487
31 O 8.43488 20.37718 -13.71919
32 H 14.08857 23.90606 -17.71706
33 H 6.87616 22.85742 -20.17955
34 O 5.00612 22.55592 -15.72657
35 H 12.22499 24.47382 -15.80566
36 C 9.13327 18.95842 -17.72926
37 H 10.91494 22.37098 -15.20828
38 H 7.69896 17.44576 -14.30457
39 H 8.84743 22.33052 -21.95786
40 C 8.19350 18.03973 -17.85570
41 O 3.77961 21.09152 -19.74799
42 H 8.37132 23.41167 -17.80713
43 C 10.05943 23.20559 -19.15105
44 N 7.51322 20.58924 -14.46741
45 C 4.70739 16.63392 -13.23838
46 O 4.17963 19.76763 -15.29982
47 N 5.20787 22.69225 -16.90027
48 O 5.76258 20.71284 -19.62950
49 C 8.92889 22.55188 -20.90393
50 H 9.78779 19.14426 -16.89053
51 N 10.17935 22.76097 -20.42852
52 O 3.28134 20.13707 -17.19309
53 N 13.15907 22.00437 -17.64416
54 O 4.30567 22.95506 -17.62034
55 H 8.00102 17.25731 -17.13655
56 H 10.98100 23.42205 -18.63116
57 O 4.73720 19.72591 -21.08587

natural (NBO) atomic charge list, values in e, 2 entries:
1 H 0.210
2 N -0.500